C5H9N | ωB97M-V with the def2-TZVPD basis set

Output
Energy: -6816.23035 eV
HOMO (spin up / spin down): -0.35302 / -0.35363 Eh
Gap between HOMO and LUMO (spin up / spin down): 8.73 / 8.76 eV

Atoms and positions in Å:
C 2.00929 0.25986 0.99294
C 0.78168 0.91064 0.36723
C -0.48471 0.06483 0.51680
C -2.57298 -0.18992 -1.69800
C -0.43350 -1.16974 -0.27735
N -0.40735 -2.12839 -0.93218
H 1.83959 0.06090 2.05725
H 2.24666 -0.69292 0.50610
H 2.88331 0.91130 0.90537
H 0.57436 1.87569 0.84211
H 0.95364 1.10951 -0.69716
H -0.66706 -0.20364 1.56317
H -1.36134 0.60116 0.14176
H -2.13344 -0.33227 -2.70516
H -3.22815 -1.07702 -1.58289


C5H9N | ωB97M-V with the def2-TZVPD basis set

Output
Structure (SMILES): C1C[C@H]2N[C@@H]2C1
Energy: -6816.25763 eV
HOMO: -0.30822 Eh
Gap between HOMO and LUMO: 9.57 eV

Atoms and positions in Å:
C 0.08836 -0.06376 1.31288
C 1.06824 0.75888 0.30244
C 0.09932 0.76338 -0.94303
N 0.04774 0.05397 -2.16383
C -0.15530 -0.71631 -0.89967
C -1.00511 -0.85967 0.36698
H 0.55247 -0.70546 2.06866
H -0.28736 0.73605 2.04934
H 1.43191 1.74060 0.54704
H 1.95827 0.09685 0.16329
H -0.76397 1.42167 -0.59806
H -0.77306 0.47804 -2.54260
H 0.85470 -1.22004 -0.59652
H -1.11126 -1.92358 0.70281
H -2.00497 -0.56062 0.23028


C5H9N | ωB97M-V with the def2-TZVPD basis set

Output
Structure (SMILES): CC1CC(=N)C1
Energy: -6819.36244 eV
HOMO: -0.34595 Eh
Gap between HOMO and LUMO: 10.45 eV

Atoms and positions in Å:
C -0.11959 -1.14365 -0.86635
C -0.45046 -0.39953 0.40771
C -1.04487 1.00208 0.01035
C 0.31308 1.56682 0.30129
N 0.92946 2.58406 -0.03787
C 0.82921 0.31319 0.99310
H 0.51017 -0.52261 -1.46354
H -1.04316 -1.28508 -1.42511
H 0.38347 -2.17047 -0.62668
H -1.02819 -1.01446 0.99777
H -1.87373 1.24924 0.80426
H -1.45681 1.06610 -0.96729
H 1.89977 2.59670 0.26496
H 1.92914 0.19169 0.70821
H 0.80918 0.45959 2.11927


C5H9N | ωB97M-V with the def2-TZVPD basis set

Output
Energy: -6817.72974 eV
HOMO: -0.28035 Eh
Gap between HOMO and LUMO: 8.74 eV

Atoms and positions in Å:
C 0.50369 -0.98334 -1.32293
C 0.46008 0.59725 -1.64144
C -0.02119 1.31557 -0.37901
C -1.01132 -1.32670 0.55656
C -0.64864 -1.17919 1.98639
N -0.11377 -1.39260 -0.30910
H 0.79333 -1.71107 -2.00150
H 1.48755 0.79037 -1.95343
H -0.17532 0.60955 -2.59268
H 0.69679 0.98041 0.40344
H 0.03050 2.34080 -0.56420
H -0.98548 1.04134 -0.04585
H 0.47562 -1.43767 2.15277
H -1.24556 -1.76912 2.55788
H -0.90527 -0.05626 2.10576


C5H9N | ωB97M-V with the def2-TZVPD basis set

Output
Structure (SMILES): CC(C)CC#N
Energy: -6820.62604 eV
HOMO: -0.41939 Eh
Gap between HOMO and LUMO: 12.24 eV

Atoms and positions in Å:
C 0.81589 -1.13664 0.44934
C 0.35646 0.03072 -0.45647
C -0.77841 -0.35481 -1.41753
C -0.04665 1.25015 0.41027
C -0.51305 0.96349 1.76803
N -0.91726 0.98063 2.85094
H 1.91025 -1.17745 0.54153
H 0.47394 -2.10781 0.06882
H 0.37710 -0.99502 1.44815
H 1.19403 0.39034 -1.06705
H -1.62854 -0.76863 -0.86286
H -0.46356 -1.09800 -2.16266
H -1.13209 0.52485 -1.97122
H -0.85025 1.83239 -0.05419
H 0.79979 1.92908 0.54748


C5H9N | ωB97M-V with the def2-TZVPD basis set

Output
Structure (SMILES): C=C(N)/C=C/C
Energy: -6819.91650 eV
HOMO: -0.29924 Eh
Gap between HOMO and LUMO: 9.30 eV

Atoms and positions in Å:
C -1.68995 1.42424 -0.68310
C -0.49744 0.98366 -0.28691
N 0.32640 1.75865 0.54631
C -0.09529 -0.42356 -0.39377
C 0.70363 -1.06900 0.44231
C 0.99659 -2.54509 0.28682
H -1.93679 2.47544 -0.71372
H -2.39908 0.71758 -1.08893
H 1.29620 1.86220 0.28811
H -0.05914 2.63010 0.87180
H -0.47272 -0.94903 -1.26371
H 1.05398 -0.68573 1.39668
H 0.26241 -3.11209 0.85993
H 1.99977 -2.82218 0.62365
H 0.99521 -2.83716 -0.76386


C5H9N | ωB97M-V with the def2-TZVPD basis set

Output
Structure (SMILES): C=CCNC=C
Energy: -6817.84115 eV
HOMO: -0.26912 Eh
Gap between HOMO and LUMO: 8.31 eV

Atoms and positions in Å:
C -0.04256 -0.71426 2.00069
C 0.21938 0.48916 1.51363
C -0.45019 1.31338 0.37063
N -0.66073 0.46621 -0.81812
C 0.46058 -0.08601 -1.36375
C 0.49691 -1.08301 -2.30085
H 0.34952 -1.18463 2.89842
H -0.88913 -1.29337 1.63002
H 0.87248 1.19385 2.03750
H 0.39923 1.96757 0.15979
H -1.34037 1.79360 0.77329
H -1.54852 0.00129 -0.82371
H 1.39029 0.35103 -0.97173
H -0.26457 -1.21389 -3.07552
H 1.00767 -2.00091 -2.03029


C5H9N | ωB97M-V with the def2-TZVPD basis set

Output
Structure (SMILES): CC#CCCN
Energy: -6817.40551 eV
HOMO: -0.33623 Eh
Gap between HOMO and LUMO: 10.21 eV

Atoms and positions in Å:
C 1.08782 -2.15569 1.86537
C 0.58661 -0.88968 1.27928
C 0.19764 0.12737 0.75149
C -0.35284 1.33227 0.10020
C -0.26134 1.29201 -1.40758
N -1.06124 0.21776 -2.00970
H 0.43388 -2.36821 2.92507
H 1.97285 -2.18498 2.07663
H 1.24125 -2.95295 1.06866
H -1.40127 1.48634 0.38627
H 0.20601 2.19753 0.49378
H 0.75744 1.06667 -1.67600
H -0.52589 2.34532 -1.74889
H -1.97522 0.33989 -1.98669
H -0.82774 0.30840 -3.00351